# C3H5NO4

The molecule C3H5NO4 at a distorted geometry (ωB97M-V/def2-TZVPD, the Open Molecules 2025 dataset).

- energy above the lowest of the compared OMol25 structures with the same formula, charge and spin (kJ/mol) = 610.5
- E_HOMO (eV) = -10.95
- orbital gap (eV) = 9.87
- E (eV) = -12866.54800
- molar mass (g mol⁻¹) = 119.08
- lowest unoccupied orbital energy (eV) = -1.1

Each line ends with the Löwdin charge.
Geometry (Å):
O (-1.488, 0.233, 1.353)  0.151
C (-1.466, 0.093, 0.176)  -0.585
O (-2.224, -0.762, -0.577)  0.048
C (-0.608, 0.948, -0.674)  -0.158
C (0.737, 1.100, -0.005)  -0.111
N (1.447, -0.236, 0.081)  -0.248
O (2.729, -0.033, -0.050)  0.013
O (0.940, -1.481, 0.092)  0.030
H (-2.355, -0.732, -1.637)  0.204
H (-0.260, 0.562, -1.755)  0.174
H (-1.116, 1.872, -0.580)  0.123
H (0.828, 1.739, 0.938)  0.161
H (1.134, 1.709, -1.060)  0.197

Force components x, y, z for each atom (eV/Å):
-0.685 -0.788 0.547
-0.450 -0.621 -3.025
-1.604 -0.857 -1.466
1.723 -1.806 -0.650
0.334 2.470 -3.003
4.326 -3.422 -1.242
-4.880 -1.325 0.954
1.571 6.538 0.113
1.290 0.630 3.977
-1.967 0.816 2.202
-0.228 1.351 -0.902
-0.042 -1.415 -1.336
0.612 -1.570 3.833



# C23H20Cl2FNO10S

A cluster of 3 separate species, C23H20Cl2FNO10S in total at a distorted geometry (ωB97M-V/def2-TZVPD, the Open Molecules 2025 dataset).

- E_HOMO (eV) = -9.19
- orbital gap (eV) = 7.57
- E (eV) = -84736.65518
- molar mass (g mol⁻¹) = 592.38
- lowest unoccupied orbital energy (eV) = -1.6

Each line ends with the Löwdin charge.
Geometry (Å):
C (0.391, -1.735, 1.843)  -0.138
C (0.593, -1.119, 0.499)  -0.699
Cl (0.017, -2.026, -0.853)  0.744
C (1.185, 0.048, 0.296)  -0.743
Cl (1.783, 0.913, 1.665)  0.798
N (1.295, 0.571, -1.023)  -0.213
C (0.130, 1.387, -1.497)  -0.136
C (-0.646, 2.107, -0.427)  -0.179
C (-0.094, 3.235, 0.194)  -0.053
C (-0.764, 3.938, 1.185)  -0.075
C (-2.031, 3.520, 1.580)  -0.074
C (-2.600, 2.412, 0.962)  -0.045
C (-1.935, 1.697, -0.044)  -0.205
C (-2.672, 0.512, -0.628)  -0.041
S (2.764, 1.238, -1.349)  0.565
O (3.773, 0.415, -0.796)  -0.228
O (2.798, 2.645, -1.173)  -0.236
F (2.743, 1.009, -2.880)  -0.113
H (1.347, -1.847, 2.338)  0.066
H (-0.272, -1.122, 2.444)  0.085
H (-0.047, -2.719, 1.736)  0.067
H (0.431, 2.069, -2.282)  0.118
H (-0.534, 0.682, -1.971)  0.081
H (0.885, 3.570, -0.113)  0.098
H (-0.289, 4.792, 1.640)  0.102
H (-2.541, 4.061, 2.359)  0.100
H (-3.586, 2.102, 1.270)  0.109
H (-2.384, 0.260, -1.640)  0.053
H (-3.729, 0.762, -0.670)  0.083
H (-2.585, -0.369, 0.000)  0.078
O (-0.645, 1.670, -8.237)  0.113
C (-1.382, 1.550, -7.279)  -0.312
C (-1.072, 2.041, -5.947)  0.081
C (-1.947, 1.846, -4.953)  -0.226
O (-1.741, 2.260, -3.707)  0.101
C (-3.251, 1.126, -5.165)  -0.311
O (-3.972, 0.979, -4.195)  0.107
C (-3.571, 0.654, -6.499)  0.075
C (-2.698, 0.851, -7.496)  -0.236
O (-2.915, 0.451, -8.741)  0.119
H (-0.131, 2.554, -5.803)  0.137
H (-2.533, 1.990, -3.201)  0.108
H (-4.516, 0.151, -6.644)  0.136
H (-2.127, 0.716, -9.253)  0.121
O (4.806, -4.677, 7.435)  0.111
C (3.881, -4.183, 6.820)  -0.313
C (3.275, -2.905, 7.149)  0.076
C (2.247, -2.453, 6.417)  -0.234
O (1.641, -1.297, 6.651)  0.119
C (1.691, -3.234, 5.257)  -0.307
O (0.745, -2.755, 4.658)  0.090
C (2.309, -4.501, 4.915)  0.076
C (3.339, -4.952, 5.644)  -0.236
O (3.958, -6.097, 5.398)  0.121
H (3.680, -2.353, 7.985)  0.137
H (0.936, -1.219, 5.980)  0.120
H (1.912, -5.047, 4.071)  0.136
H (4.658, -6.178, 6.074)  0.122

Force components x, y, z for each atom (eV/Å):
-0.105 -0.153 -0.384
-0.075 -0.291 0.225
-0.056 -0.060 -0.160
-0.054 -0.471 -0.568
0.066 0.248 0.018
0.277 1.273 0.631
-0.557 -0.457 0.002
-0.282 0.422 0.475
-0.150 0.023 -0.061
-0.051 -0.428 -0.271
0.387 -0.228 -0.333
0.321 0.342 0.065
0.110 0.005 0.181
-0.199 0.454 0.038
0.214 -0.201 0.635
-0.032 -0.149 -0.125
-0.104 0.159 -0.198
0.007 -0.036 -0.518
0.100 0.099 0.227
0.017 0.089 0.222
-0.096 -0.122 0.038
0.394 0.127 0.000
0.012 -0.250 -0.196
0.129 -0.008 -0.037
0.007 0.141 0.074
-0.231 -0.020 0.082
-0.148 -0.122 -0.043
0.156 -0.183 -0.114
-0.171 -0.043 0.003
0.179 -0.202 0.036
-0.079 -0.063 -0.157
0.201 0.182 0.316
0.112 0.010 -0.137
0.252 0.143 0.027
-0.159 -0.046 -0.065
-0.210 -0.185 -0.307
0.071 0.075 0.158
-0.102 -0.013 0.148
-0.245 -0.127 -0.018
0.101 0.050 0.019
-0.004 -0.002 0.020
-0.051 0.041 0.027
0.007 -0.009 -0.025
0.043 0.010 -0.018
0.056 -0.159 -0.079
-0.072 0.364 0.196
0.134 -0.084 0.081
0.113 0.137 0.214
-0.043 -0.068 -0.086
0.078 -0.350 -0.187
-0.042 0.135 0.132
-0.145 0.085 -0.086
-0.109 -0.130 -0.222
0.037 0.056 0.092
-0.019 0.016 0.000
-0.032 -0.001 -0.031
0.013 -0.025 0.009
0.030 0.000 0.037